A structure of composition C22H42NOP3Sn at a distorted geometry. Source: the OMol25 dataset; level of theory: the ωB97M-V functional and the def2-TZVPD basis.

Each line ends with the Löwdin charge.
Atoms and positions in Å:
Sn: -1.00984 1.60653 -0.04689  1.1182
P: -2.50864 -0.46798 -0.40544  0.7409
P: 0.97470 -0.01700 1.35057  0.7861
P: 1.42962 -2.27092 -1.96525  0.8012
H: -0.91892 4.18333 -1.47151  0.1001
C: -1.13504 3.12804 -1.77980  -0.1057
C: -2.43657 2.45065 -1.45465  -0.3053
H: -3.36453 2.86573 -0.93016  0.1219
C: -4.20494 -0.18947 0.07304  -0.1922
C: -1.90470 -1.83060 0.60927  -0.2366
C: -2.58539 -1.23028 -2.05262  -0.2051
C: 2.53278 0.94219 1.21060  -0.2301
C: 0.44262 0.41908 3.05817  -0.2457
C: 1.61410 -1.70887 1.73187  -0.2042
C: 1.37363 -2.65731 -3.77040  -0.2727
C: 2.30033 -3.81437 -1.43345  -0.2643
C: 2.84275 -1.07628 -2.02112  -0.3007
H: -0.69396 2.84112 -2.78687  0.0748
H: -2.85706 1.72640 -2.23019  0.0895
H: -4.51773 0.80666 -0.20964  0.0531
H: -4.33033 -0.25236 1.15083  0.0783
H: -4.85469 -0.88761 -0.45023  0.0897
H: -1.77443 -1.54966 1.65498  0.0514
H: -0.92183 -2.17958 0.28457  0.0176
H: -2.59841 -2.67272 0.56724  0.0976
H: -2.69289 -0.44872 -2.81150  0.0481
H: -3.45219 -1.90383 -2.09667  0.1008
H: -1.65556 -1.76143 -2.31350  0.0373
H: 3.14057 0.82843 2.11906  0.0860
H: 2.29310 2.00440 1.05950  0.0539
H: 3.09572 0.57594 0.33998  0.0394
H: 1.30485 0.38443 3.73038  0.0837
H: -0.30910 -0.29117 3.41732  0.0613
H: -0.00536 1.41147 3.11178  0.0216
H: 2.37628 -1.65621 2.52423  0.0948
H: 2.07345 -2.17266 0.84938  0.0135
H: 0.80183 -2.36634 2.07525  0.0656
H: 1.77307 -3.67347 -3.91173  0.0546
H: 1.96408 -1.93045 -4.34379  0.0434
H: 0.32289 -2.62270 -4.08521  0.0244
H: 2.75327 -4.28109 -2.31350  0.0527
H: 1.53732 -4.49268 -1.02283  0.0517
H: 3.07219 -3.62029 -0.67979  0.0463
H: 3.39358 -1.20188 -2.95938  0.0524
H: 3.52505 -1.21299 -1.17281  0.0409
H: 2.44878 -0.05337 -1.99657  0.0043
C: 0.18524 0.91768 -4.68853  -0.2464
C: 1.18973 1.92846 -4.55288  0.0208
C: 1.80069 2.43986 -5.72781  0.0168
C: 1.40833 1.96397 -6.99989  0.0692
C: 0.26433 1.12047 -7.13022  0.0475
C: -0.24040 0.50826 -5.97487  0.0566
O: -0.30199 0.30901 -3.54724  -0.0798
H: -0.54111 0.09160 -2.38951  0.2054
H: 1.49380 2.32449 -3.56229  0.1288
H: 2.58652 3.23128 -5.59214  0.1566
H: 1.93023 2.43487 -7.86340  0.1638
H: -0.16881 0.95796 -8.12593  0.1522
H: -0.96352 -0.29622 -6.00563  0.1403
C: -2.95130 4.62167 3.62294  0.0452
C: -2.17518 5.19121 2.60191  0.0238
C: -1.57320 4.35086 1.65567  -0.0855
N: -1.62530 2.99271 1.74423  -0.0939
C: -2.43249 2.46073 2.69356  -0.1344
C: -3.07881 3.21997 3.67218  0.0259
H: -3.51005 5.24273 4.31080  0.1444
H: -2.06750 6.28365 2.45458  0.1525
H: -1.02756 4.74143 0.78812  0.1172
H: -2.51930 1.39026 2.65645  0.0987
H: -3.60173 2.69252 4.46373  0.1399

Force components x, y, z for each atom (eV/Å):
1.6 -0.2 2.1
-0.3 -1.9 0.3
1.8 0.2 2.3
1.0 0.1 -0.5
-0.1 -1.2 0.2
-2.5 -0.4 -0.8
-1.8 1.7 -2.8
1.8 0.1 -0.3
-0.2 0.8 0.1
0.7 0.1 0.6
0.6 0.8 -0.8
-0.3 0.3 -0.9
-0.8 0.2 -0.3
-0.6 -0.8 -0.9
-0.8 0.0 -0.1
-0.6 0.0 0.5
-0.1 0.2 0.2
-0.2 0.0 1.7
1.1 0.8 1.0
-0.2 0.3 -0.2
0.0 -0.2 0.1
0.0 -0.2 0.1
-0.3 0.1 0.1
-0.1 0.1 -0.4
-0.2 0.1 -0.1
-0.3 -0.2 -0.1
0.2 0.1 0.2
-0.3 0.0 0.4
-0.3 -0.1 -0.2
0.2 -0.2 0.1
-0.1 0.2 0.3
0.0 -0.1 -0.2
0.1 0.0 0.0
0.2 0.1 0.0
-0.3 0.4 -0.1
-0.1 0.2 0.2
0.2 0.2 -0.1
-0.3 0.5 -0.2
-0.2 -0.3 0.1
0.3 -0.2 -0.3
0.1 0.1 0.3
0.4 0.0 -0.1
-0.2 -0.1 -0.1
0.1 0.0 0.3
-0.1 0.0 -0.2
0.2 0.0 0.0
1.0 0.2 3.0
1.1 1.2 -1.4
0.0 -0.1 2.8
-0.3 1.3 -0.5
0.0 -0.6 1.0
-0.3 0.0 -1.1
-1.4 -1.0 1.2
2.1 1.2 -5.0
-0.2 -0.5 -0.8
-0.8 -1.0 -0.4
-0.6 -0.8 0.4
0.3 -0.3 0.5
-0.2 0.2 -0.3
0.1 -0.5 -0.5
0.1 -0.1 -0.7
0.4 0.0 0.1
-1.1 -0.1 -1.1
0.1 0.4 0.6
0.8 0.0 -0.7
0.2 0.1 0.2
-0.1 -0.8 0.3
-0.1 0.0 0.6
-0.1 -0.3 0.3
-0.2 0.2 -0.2

As for the frontier orbital gap (spin up / spin down): 4.56 / 4.80 eV. For the energy above the lowest of the compared OMol25 structures with the same formula, charge and spin, the calculation gives 6.6 kcal per mole. As for the charge: +4. The calculation puts the LUMO energy (spin up / spin down) at -0.526 / -0.518 Ha. Its largest force on an atom is 0.108 hartree/bohr.